No. 1
87
Properties=species:S:1:pos:R:3:forces:R:3:lowdin_charge:R:1 method="wB97M-V/def2-TZVPD" e_homo_ev="-3.90 / -8.02" largest_force_ev_per_a=11.32 molar_mass_g_mol=911.71 spin_multiplicity=2
H -0.962 2.059 3.336 0.0 0.2 0.1 0.0617
S 1.143 -1.683 -0.368 -1.5 1.2 -4.1 0.2645
H -4.500 -0.176 2.459 -0.1 0.0 -0.1 0.1002
H -0.845 0.188 1.003 1.4 -0.2 -0.8 0.0401
S 1.961 1.805 1.797 -0.3 -0.5 -0.9 0.9939
C 1.877 -3.420 3.059 -1.5 0.2 0.4 -0.2564
H -1.983 0.986 -1.845 0.5 0.1 0.3 0.0617
O 2.027 1.209 -4.893 3.2 1.1 3.1 0.1221
H 2.242 3.829 0.361 0.2 -0.3 0.0 0.0685
H 3.429 -0.870 5.442 1.0 -0.9 -0.2 0.0563
O 0.794 -2.495 -1.549 0.3 0.2 0.7 -0.4550
O 3.381 -4.218 -1.886 1.5 -0.4 1.7 -0.5550
H 2.398 -0.506 -3.701 0.5 0.4 0.0 0.1423
C -3.153 1.633 -0.096 -1.2 -0.4 0.6 -0.4265
H -0.362 0.531 -3.675 -0.6 -0.2 -0.5 0.1180
H 0.203 -1.171 -3.979 -0.3 0.2 -0.1 0.1084
C 0.344 -0.113 -4.200 0.3 -0.2 0.4 -0.0884
H -4.475 1.034 3.726 0.1 0.1 0.0 0.1069
C -2.860 3.177 -0.240 -0.1 0.0 0.4 -0.0181
C -4.651 1.468 0.210 -1.3 -0.4 2.0 -0.1557
H 2.003 -0.796 4.705 -0.9 -0.7 -0.4 0.0516
O 4.067 -1.967 -1.628 -5.5 8.1 -5.6 -0.4618
O 5.721 -3.363 -2.207 -0.9 -2.9 1.1 -0.2492
H 1.641 -4.002 3.950 0.0 0.2 0.4 0.0595
H -3.523 1.500 -2.195 -0.6 -0.5 -0.1 0.0914
O 4.424 0.810 -0.994 -2.4 0.3 4.3 -0.1461
H -2.581 -2.160 -4.856 -0.7 0.2 0.1 0.0681
H -2.903 3.772 0.672 0.3 -0.8 0.9 0.0668
H -2.459 3.065 3.207 0.3 0.3 -0.7 0.0726
O 2.967 0.735 1.286 -0.4 2.9 1.6 -0.6869
H -2.629 -1.121 2.909 0.2 -0.4 0.2 0.0793
C -2.624 0.965 2.484 -2.6 0.3 1.3 -0.4157
H -0.997 -0.492 2.785 0.1 0.0 -0.4 0.0595
O 5.736 0.266 -2.554 1.0 0.9 -1.3 0.0540
O -0.909 -3.819 -3.546 -0.5 -0.1 0.8 -0.7759
C 1.738 0.358 -3.782 -0.9 -0.2 0.1 -0.0708
O 4.887 2.312 -2.586 -0.4 1.1 0.1 0.1458
H 2.208 2.672 3.948 -0.1 0.6 0.0 0.0426
H -3.285 -2.660 -0.920 -0.5 -0.3 -0.5 0.0518
O -0.050 -1.201 0.243 -1.0 -0.4 1.4 -0.2683
H -3.666 3.744 -0.705 0.1 -0.5 -1.2 0.0787
H -1.877 3.413 -0.647 -0.2 -0.2 -0.4 0.0700
S 3.340 -2.508 3.506 1.2 0.8 0.5 0.9656
S -2.317 -3.556 -3.011 0.7 0.4 0.3 0.8621
H 1.068 -2.722 2.841 -0.1 0.1 0.1 0.0566
H -5.256 2.048 -0.487 0.2 0.4 0.1 0.1125
H -2.096 -1.142 -3.461 0.6 -0.4 0.0 0.0271
C 2.718 -1.565 4.997 -0.2 0.0 -0.9 -0.1980
H 2.377 -2.315 5.710 -0.2 0.3 0.0 0.0545
C -5.025 1.793 1.710 0.7 0.3 -0.9 -0.1542
C 5.031 1.127 -2.040 1.7 -4.1 -0.7 -0.8301
H -1.701 -2.075 -1.143 0.5 -0.4 0.0 0.0157
H 5.467 2.125 -3.328 0.3 0.8 -0.9 0.1225
H -4.931 2.878 1.736 1.1 0.2 1.0 0.0917
O 2.036 -0.554 -0.687 -0.4 4.6 -3.2 -0.4501
H -2.387 1.978 4.426 0.2 -0.8 0.1 0.0789
H 2.479 4.061 2.734 -0.7 -0.3 0.0 0.0603
H 1.466 2.395 -0.445 0.6 -0.2 0.0 0.0573
S 4.480 -3.326 -1.443 2.9 1.7 -4.5 0.3261
O 1.586 1.205 -7.064 0.1 -0.4 1.8 0.1086
H -5.074 0.471 0.086 0.8 -0.5 -0.4 0.1079
C -1.991 -0.280 3.179 0.0 -1.1 -1.8 -0.0395
C 1.377 0.848 -5.906 -0.5 1.4 -6.6 -0.6883
H 1.710 0.974 -2.884 0.3 -0.3 -0.1 0.1256
H -6.096 1.783 1.910 -0.2 -1.0 -0.2 0.0976
C -2.051 2.072 3.394 -0.6 1.3 -0.8 -0.0533
C -3.001 0.875 -1.470 1.9 1.7 0.1 -0.0176
O 4.697 -2.847 -0.077 2.7 -4.7 9.8 -0.4617
O -1.125 1.091 0.838 7.6 0.9 -1.3 -0.0568
C 2.635 3.017 3.007 1.1 -0.8 -0.1 -0.2102
H 0.533 3.318 0.574 0.0 0.0 0.8 0.0495
C -2.294 -2.984 -1.238 -0.1 0.6 -0.5 -0.2386
C -2.715 -1.977 -3.790 0.1 0.0 1.2 -0.2449
H -1.786 -0.313 4.249 -0.8 0.8 0.1 0.0847
H -2.020 -3.767 -0.530 0.4 -0.1 -0.4 0.0534
H -3.143 -0.202 -1.564 -0.8 0.3 0.7 0.0517
C -4.210 0.850 2.685 0.6 1.4 -1.1 -0.0948
Zr 3.859 -0.893 0.258 -1.0 -1.3 -3.9 2.0078
O 3.653 -1.363 2.535 0.1 -0.6 -0.2 -0.6697
N -2.368 0.984 0.986 -7.7 -0.9 2.4 -0.1581
H 3.719 2.952 3.100 0.1 -0.4 -0.2 0.0632
Sr 1.211 -4.723 -2.612 -0.4 0.2 -0.1 1.1810
C 1.564 2.982 0.468 -0.2 -0.5 -0.6 -0.2037
O 0.349 0.104 -5.636 -2.0 -1.9 2.0 0.0995
H 1.831 -4.175 2.274 1.2 0.4 -0.4 0.0725
H -3.669 -1.699 -3.342 -0.6 -0.2 -1.0 0.0518
O 2.174 -2.248 0.424 2.1 -5.6 5.2 -0.4231



No. 2
6
Properties=species:S:1:pos:R:3:forces:R:3:nbo_charge:R:1 method="wB97M-V/def2-TZVPD" charge=-2 e_homo_ev="-1.95 / -1.95" relative_energy_kj_mol=0.0 largest_force_ev_per_a=1.98 molar_mass_g_mol=386.56 spin_multiplicity=2
Br -1.953 1.502 1.351 0.3 -0.4 -0.2 -0.6930
O 0.031 1.436 -1.012 -0.5 -1.3 0.4 -0.5791
Br 2.067 0.363 1.296 -0.8 -0.1 -0.4 -0.6133
V -0.123 0.102 -0.187 1.4 1.4 0.1 1.2073
Br 1.172 -1.271 -2.153 -0.4 0.2 0.4 -0.6700
Br -1.193 -2.132 0.705 0.0 0.3 -0.3 -0.6520



No. 3
13
Properties=species:S:1:pos:R:3:forces:R:3:nbo_charge:R:1 method="wB97M-V/def2-TZVPD" e_homo_ev=-9.17 relative_energy_kj_mol=342.0 largest_force_ev_per_a=14.52 smiles="N#Cc1cnc(O)[nH]c1=O" molar_mass_g_mol=137.10
N 1.125 -0.592 -0.072 0.5 1.5 0.6 -0.5794
C -0.984 0.261 -0.181 -2.7 -1.5 -0.1 -0.3693
C -2.409 -0.122 -0.062 -8.4 -8.7 4.4 0.2639
H -1.156 2.254 0.592 0.7 -1.0 -1.0 0.2248
N -3.412 -1.046 0.375 9.9 9.6 -4.6 -0.2911
H 3.170 1.363 0.774 1.6 3.8 1.7 0.4977
C -0.152 -0.896 -0.485 -0.6 1.8 -1.2 0.6524
C 1.614 0.597 0.316 -1.2 0.8 0.4 0.7428
O -0.347 -1.860 -1.175 -0.3 -0.6 0.6 -0.5462
N 0.780 1.676 0.613 5.5 -2.4 -1.2 -0.5327
O 2.980 0.572 0.385 -3.4 -2.5 -1.2 -0.6138
H 1.730 -1.285 -0.365 2.1 -1.6 -0.4 0.4287
C -0.445 1.443 0.229 -3.6 0.9 2.0 0.1222



No. 4
35
Properties=species:S:1:pos:R:3:forces:R:3:nbo_charge:R:1 method="wB97M-V/def2-TZVPD" charge=+1 e_homo_ev="-13.53 / -13.53" relative_energy_kj_mol=149.4 largest_force_ev_per_a=3.75 molar_mass_g_mol=222.74
H -4.225 -0.278 -2.683 2.3 0.8 -0.6 0.2442
H 4.308 0.505 1.401 0.1 -0.1 -0.6 0.2176
H 0.125 -1.096 2.498 1.7 2.0 -0.6 0.2248
C 2.167 -1.621 2.300 2.5 -0.1 -0.7 -0.6513
C -2.300 -0.074 -1.620 -1.0 -3.6 -0.1 0.0521
C 0.730 0.447 0.205 1.9 2.0 -1.9 0.7641
N 1.361 0.556 1.336 -1.5 -2.7 2.1 -0.3645
N -0.881 0.180 -1.874 1.5 -1.2 1.9 -0.2390
O 1.102 1.409 -0.681 1.2 -0.4 3.0 -0.6472
H 1.822 -2.392 1.563 0.4 0.5 0.9 0.2257
H 2.071 2.397 1.116 -0.6 1.8 0.1 0.2326
H 4.320 2.127 0.673 -0.5 -0.6 0.5 0.2424
C -3.124 0.069 -2.967 -1.6 -1.7 1.1 -0.6089
H -2.577 1.835 -0.999 -0.2 0.2 1.0 0.2276
C -2.687 0.857 -0.497 0.4 1.2 0.1 -0.6242
H -2.604 -2.278 -2.015 -0.3 0.8 0.6 0.2317
H 1.265 0.082 3.445 -0.2 -1.4 -2.3 0.2321
C -2.634 -1.571 -1.140 0.2 -0.1 -1.9 -0.6268
H -3.695 -1.547 -0.775 1.3 -0.3 0.1 0.2438
C 3.706 1.196 0.803 1.5 0.6 -0.2 -0.6430
H -3.738 0.729 -0.153 0.8 0.0 -0.4 0.2509
H -0.526 -1.093 0.364 -0.9 -0.8 1.1 0.3976
H -3.205 1.091 -3.271 0.2 0.6 -0.5 0.2298
H 2.507 1.552 2.676 0.4 0.5 -1.1 0.2259
H -2.778 -0.647 -3.774 -0.2 1.1 1.0 0.2472
H 3.602 0.891 -0.268 -0.4 -0.2 1.1 0.2384
Cl -0.036 -0.727 -3.054 -0.9 0.1 0.3 0.2512
C 1.171 -0.524 2.421 -1.8 1.4 1.7 -0.2298
H -1.842 -2.019 -0.520 -0.9 0.4 0.4 0.2019
H 0.581 1.411 -1.446 -1.6 -0.3 -1.9 0.5205
H 3.180 -1.205 1.902 -1.7 -0.9 0.8 0.2246
H 2.360 -2.001 3.329 -0.2 -0.3 -1.0 0.2485
N 0.010 -0.549 -0.246 -0.7 1.5 -3.2 -0.5386
H -1.967 0.767 0.388 -1.2 0.2 -1.2 0.2165
C 2.431 1.524 1.563 0.1 -0.9 0.1 -0.2182



No. 5
108
Properties=species:S:1:pos:R:3:forces:R:3:lowdin_charge:R:1 method="wB97M-V/def2-TZVPD" e_homo_ev=-7.90 relative_energy_kj_mol=1592.6 largest_force_ev_per_a=11.46 molar_mass_g_mol=668.79
H 0.368 2.617 -5.550 0.5 -1.1 1.7 0.1383
C -0.062 -0.289 -0.078 1.8 0.2 2.5 -0.3282
H -4.667 -3.528 -1.746 -0.3 0.6 -0.1 0.0688
O 0.950 2.805 -2.345 -3.6 -2.1 -6.2 -0.1154
O 0.607 -3.984 -2.065 0.3 2.1 0.0 -0.1072
H -4.103 -2.754 -4.429 0.3 -0.8 0.1 0.0773
H 1.348 2.995 -0.690 -0.2 0.5 -0.8 0.0550
H -3.112 -2.138 3.416 -0.4 -0.7 0.3 0.0621
H 1.710 4.240 2.667 -0.6 0.1 0.4 0.0845
N 1.907 3.340 0.087 -0.2 -0.2 -0.4 0.1321
H -5.314 -0.615 -1.426 -1.1 0.2 -1.0 0.0755
H 0.532 -2.687 -4.863 0.2 1.1 1.7 0.1572
H -1.838 -2.596 2.111 -1.0 1.0 1.2 0.1014
H 3.902 -2.296 2.211 0.7 0.4 0.6 0.1076
H -6.083 -2.141 -0.359 1.3 -0.5 1.2 0.1421
H 0.633 2.944 1.147 2.9 0.5 -1.7 0.0002
O 2.463 -2.250 0.883 -1.0 0.1 -1.5 -0.0797
H 1.565 -0.428 -2.596 -0.7 0.0 -0.9 0.0675
H 2.401 2.549 0.484 0.7 0.5 0.4 0.0629
H -0.740 0.667 2.734 -0.6 -0.6 0.3 0.0811
N 3.328 1.840 4.992 1.4 0.9 1.6 0.1520
H -2.705 -1.604 -2.805 0.5 -0.2 0.5 0.0699
H -0.553 0.581 0.310 0.3 1.5 0.1 0.0843
N -3.517 1.223 0.518 -0.8 -1.9 2.3 0.2057
C -2.839 2.073 -0.147 0.7 0.6 -8.3 -0.5892
C 4.372 0.066 -0.264 1.4 -0.3 -0.4 -0.0449
H -3.419 3.795 1.061 2.4 -2.1 -1.9 0.1991
O 2.345 -0.450 5.109 1.0 7.0 -1.3 -0.1138
H 2.485 -1.343 2.685 -0.3 1.4 0.8 0.0665
H -2.141 3.923 -0.189 -0.5 -0.2 0.3 0.1296
H -4.942 -1.621 -3.400 -0.4 -0.3 0.0 0.0571
N -2.674 3.281 0.406 -0.6 3.3 1.3 0.1217
C 2.329 -3.461 2.954 1.7 -1.1 -0.5 -0.0655
H -4.782 -1.995 0.916 0.3 0.5 1.3 0.0800
H -0.832 -1.659 4.441 0.7 -0.5 -0.8 0.1273
H 1.751 2.263 3.364 -0.1 -2.2 0.9 0.0787
H 1.316 -4.573 -2.190 1.6 -0.8 -1.0 0.0769
C -4.963 -2.046 -0.119 -2.5 -1.6 -3.3 -0.2430
C -1.302 -1.051 3.669 -2.1 0.0 0.6 -0.2880
O 0.973 -0.098 -0.987 -0.2 0.3 -1.3 -0.0733
O -4.656 -0.848 -0.809 2.1 0.1 1.3 -0.0980
N 0.700 -2.024 -4.017 -6.4 -8.2 -3.2 0.0702
H -3.219 -3.043 -1.021 0.6 0.2 0.4 0.0429
H 0.883 4.461 4.218 0.8 -1.3 -2.0 0.1865
N 0.786 2.174 -4.678 8.0 3.7 -6.2 0.0841
O -1.293 3.819 3.478 5.2 -1.8 -2.0 -0.0763
C 1.988 -1.873 -3.928 7.3 1.6 -8.6 -0.4933
C -1.085 -1.002 -0.754 -1.4 -2.3 -2.5 -0.0798
H -4.310 -4.207 -0.293 0.0 -0.2 1.1 0.0669
N 1.896 -0.606 -3.562 8.1 6.3 3.1 0.0942
H 3.445 4.536 1.657 0.7 -0.5 0.1 0.0884
H 3.214 6.090 0.940 -0.4 -0.8 0.3 0.1403
H -0.943 2.657 1.259 0.8 0.4 1.2 0.0967
H -1.909 -0.467 4.310 -1.1 0.9 0.8 0.0935
O -2.512 1.823 -1.486 -1.1 1.3 6.5 -0.1343
C 2.827 -2.218 2.221 0.3 -1.5 0.7 -0.3361
H 1.567 0.488 -0.564 1.2 1.1 0.5 0.0233
C -2.933 -1.094 -3.724 -0.8 -1.4 -1.4 -0.2916
C -2.341 -1.785 2.766 2.7 -0.6 -1.1 -0.0594
O -2.023 -1.382 -4.760 1.5 2.0 0.2 -0.0688
H -1.608 1.882 -4.081 2.4 -1.0 0.4 0.1802
H 0.355 -2.581 -3.251 -0.6 -0.1 0.6 0.0524
H -4.681 -1.298 -5.026 -0.9 1.6 -2.6 0.0417
H -2.954 -0.030 -3.478 0.0 -0.1 -0.5 0.1003
N -0.713 1.560 -3.542 -10.0 -1.1 4.0 0.1296
O -0.404 -0.166 3.106 1.5 0.2 -1.3 -0.0973
H -2.158 -2.239 -5.123 -0.4 -1.0 -0.1 0.0595
N -0.053 2.806 1.789 -5.2 -2.8 -0.9 0.1912
C -0.132 3.488 2.891 -7.5 2.0 1.9 -0.6361
H 2.500 1.209 1.948 -0.7 -0.3 1.0 0.0101
O 1.442 5.489 -0.760 3.2 -3.8 5.6 -0.1169
H -3.621 1.397 1.503 -0.3 -0.2 0.1 0.1274
H 2.789 -4.282 2.339 -0.7 0.2 0.6 0.0857
H 1.157 0.563 3.236 0.4 0.4 0.4 0.0834
H 2.739 -3.591 3.975 -0.1 0.5 -0.5 0.0827
C 4.087 0.855 0.976 -0.6 -0.3 2.0 -0.2528
N 1.053 3.833 3.348 2.3 3.7 4.0 0.1178
H -0.593 -1.741 -1.389 0.0 -0.2 -0.1 0.0716
H -1.750 -1.589 -0.144 -0.5 0.2 0.4 0.0593
H -0.693 -3.777 -0.551 -0.8 1.0 0.5 0.0428
N 2.871 5.138 1.118 0.8 2.4 0.9 0.1401
H 1.911 2.282 -4.728 -3.6 0.4 0.2 0.1709
H 2.846 -0.023 -3.673 -2.1 -1.8 0.6 0.1573
H 2.284 -1.342 0.596 0.1 -0.4 -0.1 0.0340
H 4.395 1.873 1.024 0.9 1.0 -0.7 0.0843
C -4.227 -1.713 -4.219 -0.1 0.1 3.5 -0.0692
C -4.246 -3.252 -0.774 -0.5 0.3 -0.9 -0.0629
H -1.598 -0.346 -1.479 -0.1 -0.2 0.7 0.0682
H -3.792 0.352 0.088 -0.2 -0.3 -0.2 0.0648
N 1.893 1.212 3.561 -3.1 1.4 -3.8 0.0897
C 0.162 -4.338 -0.801 -0.3 -2.5 0.9 -0.1444
O 3.014 -2.285 -4.929 -5.5 1.4 6.2 -0.2049
O 2.648 0.941 1.043 0.4 -0.5 -0.6 -0.1709
H 0.866 -4.444 0.071 -0.2 0.7 -1.1 0.1007
H 5.308 0.339 -0.793 -0.6 0.2 0.3 0.0982
H 3.534 0.058 -0.978 0.4 0.3 0.3 0.0762
C 2.481 0.861 4.652 0.8 -7.0 2.4 -0.5675
H 4.459 0.467 2.025 -0.5 -0.1 -2.2 0.1594
H 4.535 -0.943 0.063 -0.1 -0.7 -0.2 0.0660
H -2.805 -1.099 2.069 0.0 0.4 -0.1 0.0291
C 0.257 2.389 -3.495 6.5 1.2 6.2 -0.5826
H -0.194 -5.328 -1.058 -0.6 -0.8 1.2 0.0814
H 0.474 -0.716 0.793 -1.2 -0.5 0.0 0.1124
H 3.833 1.781 5.857 0.2 0.1 0.0 0.1084
H 1.269 -3.603 3.014 -0.7 0.2 -0.2 0.0524
C 2.065 4.664 0.182 -3.5 2.9 -7.2 -0.5530
H 3.414 2.676 4.388 -0.1 -1.1 1.1 0.1136
H -1.146 1.529 -2.594 0.1 -0.1 -0.4 0.0517



No. 6
13
Properties=species:S:1:pos:R:3:forces:R:3:nbo_charge:R:1 method="wB97M-V/def2-TZVPD" charge=-1 e_homo_ev=-4.35 relative_energy_kj_mol=155.6 largest_force_ev_per_a=4.58 molar_mass_g_mol=150.14
S -0.367 -1.766 1.227 -3.3 -3.1 -0.8 1.2304
C 2.129 -0.084 1.035 2.1 -1.6 -0.4 1.0361
O 1.930 -0.231 2.187 -0.2 0.9 -0.5 -0.5748
C 0.135 0.760 -0.587 -0.6 0.5 -0.7 0.4862
O 0.583 1.133 0.503 0.4 0.0 -0.9 -0.6397
C -1.278 1.175 -1.036 0.5 -3.4 1.2 -0.7475
H 0.720 0.300 -1.453 -0.1 0.4 1.5 0.1549
N -0.544 -1.385 -0.199 0.8 0.4 0.5 -1.0472
H -1.292 1.076 -2.106 -0.4 0.3 -0.5 0.2031
H -1.673 2.082 -0.632 0.0 0.5 0.3 0.2143
O -1.307 -2.938 1.627 2.0 2.0 0.2 -1.0057
H -1.790 0.203 -0.607 0.2 2.1 -0.9 0.2997
O 2.754 -0.324 0.041 -1.4 1.0 1.0 -0.6099